# 1
{"formula": "C5H5FKMgO4", "method": "ωB97M-V/def2-TZVPD", "symbols": ["K", "Mg", "F", "O", "O", "O", "O", "C", "C", "C", "C", "C", "H", "H", "H", "H", "H"], "xyz": [[-4.19, -0.60, -1.97], [-0.17, -1.93, -0.46], [-0.39, -1.86, 1.60], [1.06, -0.26, -0.69], [2.88, 0.82, -1.20], [3.00, -1.40, -0.70], [-1.85, -0.97, -0.31], [2.42, -0.38, -0.90], [1.84, 1.74, -1.18], [-1.80, -0.17, 0.84], [-1.55, -1.13, 1.90], [0.74, 1.13, -0.58], [0.46, 1.39, 0.44], [-1.37, 1.03, 0.06], [2.11, 2.78, -1.23], [-1.59, 0.74, 1.43], [-1.60, -0.94, 2.97]], "lumo_ev": [-8.792, -8.816], "charge": 2, "orbital_gap_ev": [5.99, 6.64], "spin_multiplicity": 2, "homo_ev": [-14.78, -15.46]}


# 2
{"formula": "C5H5FN2O3", "method": "ωB97M-V/def2-TZVPD", "symbols": ["F", "O", "O", "O", "N", "N", "C", "C", "C", "C", "C", "H", "H", "H", "H", "H"], "xyz": [[-2.75, 1.71, 0.28], [2.62, 0.58, -0.98], [1.51, -1.96, 0.33], [2.76, 1.01, 1.12], [1.98, 1.09, 0.22], [-0.61, -1.23, 0.03], [-1.74, -0.39, 0.14], [-0.49, 1.74, 0.09], [-1.64, 0.94, 0.21], [0.63, -1.23, 0.70], [0.76, 1.32, 0.01], [3.43, 0.01, -0.72], [0.79, -0.48, 1.45], [-0.53, 2.89, 0.12], [-0.56, -1.84, -0.78], [-2.70, -0.77, -0.19]], "lumo_ev": -0.647, "orbital_gap_ev": 8.58, "homo_ev": -9.22, "smiles": "O=CN/C=C(/F)C=C=[N+]([O-])O"}


One value per record, in order, for E: -1393.54773; -628.39650 hartree.
One value per record, in order, for relative energy (zero: lowest compared OMol25 entry of this formula, charge and spin): 88.7; 87.5 kcal per mole.